(1)
{"formula": "C4H4BrNOS", "method": "the ωB97M-V functional and the def2-TZVPD basis", "gap_ha": 0.305, "e_lumo_ev": 0.28, "homo_energy_ev": -8.03, "total_charge": 0, "multiplicity": 1, "symbols": ["C", "C", "C", "C", "N", "O", "S", "Br", "H", "H", "H", "H"], "xyz": [[-1.2621, 0.4126, 0.1774], [1.6726, -0.9338, -0.1775], [-0.6566, -0.4234, 1.2307], [-0.2724, 1.1616, -1.9294], [-0.7712, 0.8517, -0.8670], [0.9227, -1.4017, -1.0078], [1.1937, -0.2379, 1.3994], [0.7491, 2.6372, -2.1825], [-2.3746, 0.3773, 0.1794], [2.7227, -0.8791, -0.1346], [-1.0079, -0.1274, 2.2890], [-0.9159, -1.4371, 1.0228]], "forces_ev_per_a": [[-3.0, -0.7, 1.1], [-2.6, -0.4, 0.5], [1.5, 1.1, 2.0], [-0.1, -1.6, -0.9], [1.1, 1.2, -0.7], [1.4, 0.5, 1.0], [-1.4, -0.3, -0.8], [0.5, 1.4, 0.0], [0.6, 0.5, 0.4], [1.8, -0.3, -1.0], [0.2, -0.5, -1.8], [0.0, -1.0, 0.1]], "nbo_charge": [0.0035, 0.2620, -0.5524, 0.0233, -0.3265, -0.5209, 0.1792, 0.0986, 0.1968, 0.1397, 0.2505, 0.2461]}

=====

(2)
{"formula": "C9H16N2O3", "method": "the ωB97M-V functional and the def2-TZVPD basis", "gap_ha": 0.349, "smiles": "CN1CCN(C(=O)CCC(=O)O)CC1", "e_lumo_ev": 0.48, "homo_energy_ev": -9.00, "total_charge": 0, "multiplicity": 1, "symbols": ["C", "N", "C", "C", "N", "C", "O", "C", "C", "C", "O", "O", "C", "C", "H", "H", "H", "H", "H", "H", "H", "H", "H", "H", "H", "H", "H", "H", "H", "H"], "xyz": [[-2.4344, -2.7775, -1.8697], [-1.4975, -2.3632, -0.8494], [-2.0106, -1.2359, -0.0887], [-0.9104, -0.5803, 0.7373], [0.1039, -0.0307, -0.1410], [1.0114, 0.8891, 0.2157], [1.8533, 1.2953, -0.5831], [0.9509, 1.3935, 1.6465], [2.1723, 2.2432, 2.0222], [2.0765, 3.6743, 1.4910], [1.9252, 4.6175, 2.2193], [2.1729, 3.8032, 0.1766], [0.1788, -0.6333, -1.4619], [-0.1464, -2.1201, -1.3432], [-3.3859, -3.0113, -1.3940], [-2.0608, -3.6785, -2.3520], [-2.6105, -2.0077, -2.6371], [-2.4690, -0.4718, -0.7411], [-2.7896, -1.6077, 0.5839], [-0.4711, -1.3282, 1.4094], [-1.3507, 0.2161, 1.3417], [0.0390, 1.9821, 1.7807], [0.8950, 0.5333, 2.3174], [3.0774, 1.7786, 1.6236], [2.2509, 2.3019, 3.1080], [2.2186, 2.9164, -0.2685], [1.1894, -0.4788, -1.8445], [-0.5232, -0.1381, -2.1424], [-0.0174, -2.6015, -2.3132], [0.5622, -2.5799, -0.6434]], "forces_ev_per_a": [[0.0, 0.0, 0.1], [-0.1, 0.1, 0.1], [0.0, 0.0, 0.2], [-0.3, -0.1, 0.3], [0.0, -0.1, -0.3], [-0.2, 0.0, 0.3], [0.3, 0.1, -0.2], [0.3, 0.1, 0.0], [-0.1, 0.1, -0.1], [0.1, -0.5, 0.4], [0.0, 0.2, 0.0], [0.0, 0.1, -0.6], [0.2, -0.2, -0.4], [0.2, 0.1, 0.1], [-0.1, 0.0, -0.1], [-0.1, 0.0, -0.1], [0.0, 0.0, 0.0], [0.0, 0.0, 0.0], [0.0, 0.2, 0.0], [-0.1, 0.1, 0.0], [0.0, -0.1, 0.0], [-0.1, -0.1, 0.0], [-0.1, 0.0, 0.0], [0.0, 0.0, 0.1], [0.0, 0.1, -0.1], [0.0, 0.2, 0.3], [-0.2, 0.0, 0.0], [0.1, 0.0, 0.0], [0.0, 0.0, 0.0], [0.1, 0.1, -0.2]], "nbo_charge": [-0.4067, -0.4424, -0.2266, -0.2250, -0.4178, 0.7071, -0.6785, -0.4989, -0.5179, 0.7868, -0.5878, -0.6917, -0.2438, -0.2310, 0.2029, 0.2043, 0.1630, 0.1691, 0.2126, 0.1991, 0.2178, 0.2391, 0.2317, 0.2325, 0.2386, 0.5135, 0.2485, 0.1953, 0.2122, 0.1941]}

=====

(3)
{"formula": "C3H6N2O", "method": "the ωB97M-V functional and the def2-TZVPD basis", "gap_ha": 0.379, "smiles": "O=C1CCNN1", "e_lumo_ev": 0.87, "homo_energy_ev": -9.45, "total_charge": 0, "multiplicity": 1, "symbols": ["O", "C", "C", "C", "N", "N", "H", "H", "H", "H", "H", "H"], "xyz": [[-2.4162, -0.2101, -0.2617], [-1.2726, -0.1477, 0.0998], [-0.2551, 1.0668, 0.2120], [0.8926, 0.4518, -0.4888], [0.9698, -0.9485, 0.0041], [-0.4118, -1.2244, 0.0217], [-0.1109, 1.1785, 1.3041], [-0.7628, 2.1096, -0.1829], [0.9441, 0.2446, -1.5464], [1.9731, 0.4153, -0.0884], [1.0212, -0.7973, 1.1187], [-0.5715, -2.1387, -0.1923]], "forces_ev_per_a": [[-0.9, 0.6, 1.1], [1.8, -0.6, -2.6], [-3.1, 2.2, 0.0], [5.0, -2.0, 1.2], [-2.5, 0.4, 4.5], [-0.5, 0.9, 0.6], [0.5, 0.2, -0.5], [1.4, -2.9, 0.8], [-0.6, 1.1, -0.5], [-0.9, 3.1, -1.0], [1.3, -0.5, -2.8], [-1.6, -2.6, -0.7]], "nbo_charge": [-0.5757, 0.6575, -0.5433, -0.2822, -0.3932, -0.5148, 0.2305, 0.2588, 0.2238, 0.2331, 0.3099, 0.3955]}

=====

(4)
{"formula": "C30H82Cl11O30", "method": "the ωB97M-V functional and the def2-TZVPD basis", "gap_ha": 0.309, "e_lumo_ev": 1.38, "homo_energy_ev": -7.01, "total_charge": -1, "multiplicity": 1, "symbols": ["Cl", "O", "O", "O", "O", "C", "Cl", "Cl", "Cl", "Cl", "C", "Cl", "Cl", "Cl", "Cl", "C", "C", "O", "O", "H", "H", "H", "H", "H", "H", "C", "C", "O", "O", "H", "H", "H", "H", "H", "H", "C", "C", "O", "O", "H", "H", "H", "H", "H", "H", "C", "C", "O", "O", "H", "H", "H", "H", "H", "H", "C", "C", "O", "O", "H", "H", "H", "H", "H", "H", "C", "C", "O", "O", "H", "H", "H", "H", "H", "H", "C", "C", "O", "O", "H", "H", "H", "H", "H", "H", "C", "C", "O", "O", "H", "H", "H", "H", "H", "H", "C", "C", "O", "O", "H", "H", "H", "H", "H", "H", "C", "C", "O", "O", "H", "H", "H", "H", "H", "H", "C", "C", "O", "O", "H", "H", "H", "H", "H", "H", "C", "C", "O", "O", "H", "H", "H", "H", "H", "H", "C", "C", "O", "O", "H", "H", "H", "H", "H", "H", "Cl", "C", "C", "Cl", "H", "H", "H", "H"], "xyz": [[-0.5272, 0.6485, -0.0573], [-0.4063, 1.4590, -1.2500], [-0.1548, 1.2045, 1.2267], [-1.8996, 0.2322, -0.0315], [0.2352, -0.5327, -0.2995], [-2.8860, 4.9825, 0.5598], [-3.9835, 6.2753, 0.1498], [-3.1975, 3.6818, -0.5494], [-1.2594, 5.5422, 0.4999], [-3.3109, 4.4206, 2.0952], [-7.5650, -0.2907, -1.2481], [-7.6445, -1.8664, -2.0341], [-5.7688, -0.0064, -1.1642], [-8.1791, 1.1004, -2.2054], [-8.3133, -0.3981, 0.3515], [4.0664, 0.1802, 2.0302], [5.3616, 0.0224, 1.1854], [5.2776, -1.1051, 0.3604], [4.3961, -0.0495, 3.3729], [3.2690, -0.4636, 1.6590], [3.6933, 1.1745, 1.7844], [6.1847, -0.2740, 1.8357], [5.6648, 0.9731, 0.7469], [4.8593, -0.9112, -0.4817], [3.8106, 0.4774, 3.9217], [2.0932, 0.8223, -3.5092], [3.6680, 1.0215, -3.5615], [4.3382, 0.0984, -2.6825], [1.5861, -0.4404, -3.8267], [1.6060, 1.5896, -4.1108], [1.7143, 1.0480, -2.5124], [3.8828, 2.0285, -3.2038], [4.0805, 0.8271, -4.5516], [4.3453, -0.7244, -3.1771], [1.1809, -0.7609, -3.0176], [-5.6116, -0.7877, 3.7020], [-5.2989, -1.2017, 2.2906], [-4.2320, -0.5024, 1.7711], [-4.4488, -1.0058, 4.5238], [-6.3974, -1.3689, 4.1846], [-6.0235, 0.2079, 3.8670], [-6.1251, -1.2625, 1.5823], [-4.9907, -2.2445, 2.3665], [-3.5856, -0.3130, 2.4552], [-4.6765, -0.6646, 5.3917], [1.9152, -3.0831, 2.5404], [3.3218, -3.8177, 2.2857], [3.8701, -3.5876, 1.0581], [0.9441, -3.2411, 1.4116], [1.9572, -2.0179, 2.7679], [1.5816, -3.6310, 3.4217], [3.1473, -4.8730, 2.4958], [4.0882, -3.4947, 2.9903], [4.2303, -2.6994, 1.1123], [1.3885, -3.0958, 0.5731], [-2.4310, 2.7254, -4.1325], [-2.3554, 4.2750, -4.0609], [-3.7030, 4.8402, -4.0615], [-3.4434, 2.1592, -3.2576], [-1.4702, 2.3074, -3.8320], [-2.5867, 2.4614, -5.1785], [-1.7635, 4.6551, -4.8936], [-1.8693, 4.5590, -3.1275], [-4.2492, 4.1190, -3.7404], [-3.0832, 2.0803, -2.3713], [2.2070, 2.7095, 4.3820], [1.9443, 4.2790, 4.6408], [2.8555, 5.0133, 3.8080], [3.3390, 2.2218, 4.9606], [2.3558, 2.5422, 3.3152], [1.3219, 2.1099, 4.5950], [2.1375, 4.5619, 5.6756], [0.9310, 4.6017, 4.4018], [3.4024, 5.5956, 4.3403], [3.9930, 2.9226, 5.0131], [1.2843, -4.0236, -4.9358], [1.8165, -3.0825, -6.0215], [2.9169, -2.2248, -5.6292], [2.2718, -5.0152, -4.4466], [0.4551, -4.6275, -5.3045], [0.8922, -3.4852, -4.0730], [0.9824, -2.5662, -6.4966], [2.2179, -3.7313, -6.8000], [2.3841, -1.5854, -5.1507], [2.4615, -5.6140, -5.1726], [-2.3127, -1.2561, -4.5705], [-2.6653, -1.5515, -3.1167], [-1.5126, -1.9200, -2.4048], [-1.7970, -2.4233, -5.1610], [-1.5335, -0.4943, -4.5480], [-3.1307, -0.8387, -5.1577], [-3.4008, -2.3533, -3.0508], [-3.0063, -0.6363, -2.6327], [-1.4240, -1.3571, -1.6322], [-1.2855, -2.8574, -4.4743], [-0.7624, -7.1408, -2.8230], [-0.5811, -5.7632, -2.2850], [-1.2632, -4.7887, -3.0232], [-0.0736, -8.0882, -1.9969], [-0.3526, -7.2270, -3.8293], [-1.8416, -7.2593, -2.9200], [0.4768, -5.7707, -2.0227], [-1.0713, -5.7010, -1.3135], [-1.4498, -3.9778, -2.5445], [-0.0913, -8.9702, -2.3756], [1.7272, 4.7541, -5.3655], [3.1729, 4.4962, -5.1222], [4.1133, 4.9163, -6.1966], [1.4094, 6.1129, -5.1688], [0.9242, 4.1550, -4.9362], [1.5532, 4.5593, -6.4237], [3.1453, 3.4067, -5.1393], [3.5796, 4.7917, -4.1551], [3.5425, 4.8317, -6.9639], [1.4322, 6.3277, -4.2334], [-2.2266, 1.9576, 4.0245], [-2.2411, 1.9043, 5.6254], [-3.1970, 0.9849, 6.0787], [-2.1317, 0.6410, 3.4870], [-1.4173, 2.6070, 3.6907], [-3.1640, 2.4254, 3.7236], [-2.4660, 2.8878, 6.0381], [-1.2364, 1.5789, 5.8953], [-3.1122, 0.2261, 5.4967], [-1.7984, 0.7322, 2.5913], [-2.0446, -3.2914, 3.8175], [-2.3201, -3.7800, 2.3169], [-1.4531, -4.6932, 1.7335], [-0.9253, -2.3609, 3.8526], [-2.0500, -4.0236, 4.6249], [-2.8650, -2.6098, 4.0425], [-2.5298, -2.9387, 1.6563], [-3.2409, -4.3395, 2.4816], [-0.7626, -4.0825, 1.4655], [-1.1080, -1.5665, 3.3455], [2.4686, 3.1330, -0.6508], [2.1617, 4.0215, 0.5935], [3.2097, 3.9084, 1.5351], [1.7072, 3.5850, -1.6715], [2.2636, 2.0690, -0.5324], [3.5382, 3.1345, -0.8609], [1.1780, 3.7735, 0.9922], [2.1085, 5.0473, 0.2287], [2.9622, 4.3696, 2.3399], [0.9902, 2.9607, -1.8049], [2.5855, -2.1204, 5.3805], [1.3569, -1.2029, 6.2763], [1.9538, -1.0903, 7.7218], [1.6395, -2.6808, 8.5483], [0.3736, -1.6394, 6.1007], [1.4502, -0.2804, 5.7034], [1.3213, -0.3541, 8.2179], [3.0136, -0.9563, 7.9382]], "forces_ev_per_a": [[-0.9, -2.2, -0.8], [0.8, 1.8, 0.4], [0.0, 1.0, -0.8], [-1.2, 0.3, 0.7], [1.4, -0.6, 0.1], [-0.6, 0.2, -0.9], [-0.5, 1.1, -0.4], [0.2, -0.6, -0.8], [1.0, 0.2, -0.1], [-0.2, -0.6, 2.2], [1.7, 0.3, -0.3], [-0.8, 0.1, -0.3], [-0.6, 0.2, 0.7], [-0.3, -0.9, 0.4], [0.0, 0.3, -0.5], [0.8, 0.6, -1.3], [-0.3, -0.6, 1.4], [0.1, -0.5, -1.1], [-0.2, 0.1, 0.2], [0.1, -0.6, 0.0], [-0.1, 0.5, 0.7], [-0.1, 0.4, 0.5], [-0.2, -0.2, -0.7], [-0.2, 0.3, -0.2], [0.0, 0.1, 0.3], [0.9, 1.4, 0.7], [-1.3, -1.2, 0.6], [-0.3, 0.4, -0.1], [0.3, -0.6, -0.4], [0.2, 0.1, -0.6], [0.6, 0.1, 0.3], [0.0, 0.0, -0.2], [-0.3, 0.5, -0.3], [0.1, -0.4, 0.2], [-0.2, -0.4, 0.0], [-1.0, -0.1, 1.3], [0.3, -1.4, 0.8], [0.2, 1.0, -1.2], [-0.1, 0.2, -0.4], [-0.3, -0.7, -0.6], [0.6, 0.6, -0.6], [-0.1, 0.7, 0.3], [0.0, -0.5, 0.2], [0.1, 0.0, 0.4], [-0.1, 0.0, 0.1], [0.5, -1.2, -1.4], [-1.6, 0.9, 1.4], [0.1, -0.2, -1.8], [1.0, -0.3, 1.7], [0.3, -0.1, -0.1], [-0.9, 0.3, -0.3], [0.0, -0.2, -0.6], [-0.5, 0.2, 0.9], [0.4, 0.4, -0.6], [0.4, 0.1, 0.0], [0.4, 0.5, 0.6], [-1.3, -0.6, 0.8], [1.4, -0.3, -0.5], [0.1, 0.5, -1.3], [0.2, 0.0, -0.1], [-0.6, -0.4, 0.2], [-0.2, 0.1, -0.1], [0.1, 0.1, 0.1], [-0.3, -0.2, 0.2], [0.4, -0.1, 0.0], [-1.8, 2.2, -1.6], [0.5, -1.6, -0.3], [-0.1, 0.3, 0.8], [1.2, -0.6, 1.9], [-0.5, 0.6, -0.5], [0.0, 0.0, 0.7], [-0.1, -0.3, 0.2], [-0.1, -0.3, -0.2], [0.0, 0.0, -0.1], [0.2, -0.1, -0.2], [0.8, -1.0, 0.3], [1.1, -1.4, -0.2], [-1.8, -0.7, -0.3], [-0.7, 1.4, -0.1], [-0.3, 0.4, -0.4], [0.4, 0.0, 0.2], [-0.1, 0.4, 0.3], [0.1, -0.1, -0.2], [0.5, 0.9, 0.7], [0.0, 0.0, -0.1], [0.5, 0.1, 0.8], [-0.6, 1.2, -0.2], [0.9, -0.9, -0.1], [-0.2, -0.2, -0.6], [0.2, 0.3, 0.0], [-0.2, -0.4, 0.1], [-0.2, 0.0, 0.0], [-0.7, 0.0, -0.2], [0.1, 0.0, 0.3], [0.2, -0.4, 0.0], [-0.5, -0.6, -1.1], [-0.3, -0.3, 2.7], [0.6, -0.1, -1.9], [-0.4, 0.6, 0.4], [0.1, 0.3, -0.3], [-0.2, -0.8, 0.2], [0.5, 1.5, -0.7], [0.1, -0.6, 0.5], [0.3, 0.1, 0.6], [-0.2, 0.2, -0.2], [-0.5, 1.8, -0.8], [1.1, -2.0, -0.5], [-1.8, -0.1, 1.5], [-0.5, 0.8, -0.3], [0.7, -0.6, 0.9], [0.1, 0.2, -0.4], [0.7, -0.5, 0.2], [-0.2, 0.3, -0.2], [0.3, 0.2, -0.5], [0.0, -0.2, 0.1], [-0.6, 0.3, 1.8], [0.5, -0.4, -2.3], [-0.2, 0.2, 0.3], [0.1, 0.4, 0.6], [0.2, -0.1, -0.1], [-0.1, -0.2, -0.1], [0.1, 0.0, -0.1], [0.2, 0.1, 0.4], [0.1, -0.3, -0.3], [0.4, 0.1, -0.5], [-0.2, 2.5, -2.5], [-1.4, -0.9, 2.7], [0.3, 0.5, 0.1], [0.8, -1.3, 1.0], [0.8, -0.2, -0.4], [-0.7, -0.5, 0.0], [0.1, 0.4, 0.2], [-0.6, 0.1, -0.3], [1.4, -0.5, -0.4], [-0.4, -0.1, -0.1], [0.7, -0.6, 2.4], [0.8, -0.6, -0.7], [0.0, -0.7, -0.7], [-1.1, 1.1, -2.5], [-0.1, -0.2, 0.8], [0.2, 0.6, -0.2], [-0.1, -0.3, 0.2], [0.0, 0.2, -0.2], [0.2, 0.2, 0.0], [-0.3, 0.0, 0.0], [0.4, -0.9, -0.3], [2.5, 0.5, 0.0], [-2.4, -0.6, -0.1], [-0.1, 0.2, 0.1], [0.1, -0.1, 0.6], [-0.5, 0.5, 0.7], [0.3, 0.0, 0.4], [-0.2, 0.5, -1.0]], "mulliken_charge": [-0.3203, 0.3627, -0.0966, -0.3502, -0.4806, 0.2485, -0.1344, -0.0057, -0.1089, -0.0859, 0.2639, -0.1031, 0.0255, -0.1169, -0.1068, 1.6975, -0.9807, -0.5704, -0.6165, -0.3426, -0.4775, 0.2961, 0.3333, 0.3284, 0.2343, 0.9852, -0.9494, -0.5139, -0.1451, -0.1554, -0.4470, 0.2595, 0.5006, 0.2970, 0.1466, -0.6599, 0.2140, 0.0675, -0.5731, 0.4284, 0.3194, -0.1210, 0.0296, 0.0016, 0.3140, 0.0007, -0.7037, -0.5753, -0.0414, -0.0817, 0.4135, 0.3998, 0.3307, 0.3263, 0.0748, 0.1353, -0.2539, -0.5946, -0.3540, -0.1966, 0.3876, 0.3551, 0.1008, 0.3740, -0.0390, 1.1691, -0.6449, -0.5736, -0.5276, -0.4670, -0.1920, 0.4490, 0.2624, 0.3115, 0.2846, 0.3180, -0.6705, -0.5647, -0.5446, 0.3134, -0.2057, 0.3031, 0.4158, 0.3214, 0.3058, -0.1627, 0.1686, 0.2300, -0.5776, 0.0350, 0.3501, 0.1308, -0.0498, -0.3052, 0.1585, -0.6856, -0.0052, -0.4511, -0.5150, 0.2963, 0.2762, 0.2724, 0.2732, 0.1951, 0.2920, -0.1776, -0.0145, -0.5400, -0.5561, -0.1519, 0.3671, 0.1406, 0.2770, 0.3416, 0.3336, -0.2565, -0.5920, -0.6423, 0.7176, 0.2804, 0.0518, 0.4022, 0.1703, 0.3106, -0.1968, -0.1153, -0.1561, -0.5441, -0.0409, 0.3536, -0.1422, 0.0646, 0.4207, 0.1917, -0.1150, -0.0698, 0.1198, -0.6754, -0.3269, -0.0439, 0.4032, -0.1719, 0.3522, 0.3422, -0.0481, -0.1538, 0.4784, -0.3850, -0.2298, 0.2195, -0.6203, 0.3404, 0.3482]}

=====

Q: Which value of multiplicity does entry 2 give?
A: 1